Entry 1:
{
  "formula": "C27H41Br2NO6P",
  "method": "wB97M-V/def2-TZVPD",
  "elements": ["Br", "Br", "P", "O", "O", "O", "O", "O", "O", "N", "C", "C", "C", "C", "C", "C", "C", "C", "C", "C", "C", "C", "C", "C", "C", "C", "C", "C", "C", "C", "C", "C", "C", "C", "C", "C", "C", "H", "H", "H", "H", "H", "H", "H", "H", "H", "H", "H", "H", "H", "H", "H", "H", "H", "H", "H", "H", "H", "H", "H", "H", "H", "H", "H", "H", "H", "H", "H", "H", "H", "H", "H", "H", "H", "H", "H", "H", "H"],
  "positions_angstrom": [[2.0335, 2.4040, -3.8337], [0.1933, 4.6352, -2.3693], [-1.1282, 1.0079, 1.5741], [-2.0390, 2.4005, 1.6279], [-0.8965, 7.9525, -0.6430], [3.1394, 2.1850, 3.5079], [-3.6806, 1.1310, -0.3525], [0.6826, -1.1233, 1.2703], [-0.6084, 0.1532, -5.4545], [1.1173, 1.9657, -2.2653], [-0.7555, 0.4199, -6.8517], [-3.0512, -3.2441, 0.6697], [3.8407, -1.9372, -3.7980], [2.6075, -4.9887, 3.4866], [0.1507, -4.8723, 2.9791], [0.4102, -2.3811, 1.8181], [-0.3028, 2.6094, -0.5049], [-4.8569, 1.2517, -1.1486], [0.3592, 2.9070, -1.6636], [4.2682, -1.2962, -2.6445], [0.2082, 1.3431, 2.7832], [0.6038, -1.0805, -0.1356], [1.4047, -4.2865, 2.9036], [-2.8654, -1.6879, 2.6313], [-2.2486, 7.5101, -0.5877], [-0.8518, -2.9494, 1.8926], [1.2295, 0.6948, -1.7576], [-0.2138, 1.3351, 0.0407], [0.5380, 0.3493, -0.6108], [3.5413, 1.4554, 4.6666], [2.1113, -0.2524, -2.4837], [1.5246, -3.0428, 2.3171], [-0.9540, -4.2071, 2.4769], [1.6748, -0.9036, -3.6271], [2.5562, -1.7498, -4.2743], [3.3944, -0.4467, -1.9892], [-2.1218, -2.2570, 1.4166], [-0.8807, 3.3804, -0.0189], [-2.8956, 8.3807, -0.6417], [0.0169, -5.8430, 3.4355], [0.3572, 2.4149, 2.9222], [4.6131, 1.2470, 4.6531], [-1.4086, 1.2773, -7.0225], [-0.0428, 0.9016, 3.7433], [-0.2640, -1.6336, -0.5018], [-3.3716, 2.0110, -0.1140], [1.4810, -1.5437, -0.5839], [2.7273, -4.6724, 4.5229], [-0.2131, 0.9276, -5.0424], [1.1454, 0.9514, 2.4061], [3.0004, 0.5117, 4.6564], [3.5205, -4.7289, 2.9549], [-2.5764, 2.3425, 2.4292], [-1.9199, -4.6803, 2.5765], [-2.4738, -4.0026, 0.1407], [2.5011, -2.5809, 2.2522], [0.6789, -0.7436, -4.0204], [-2.4806, 6.8526, -1.4314], [-2.4476, 6.9830, 0.3496], [-3.3632, -2.4854, 3.1797], [2.2653, -2.2668, -5.1778], [-5.1822, 0.2458, -1.4001], [3.6137, 3.0215, 3.5074], [-3.6724, -2.7263, -0.0577], [-1.9033, -1.4557, 0.7186], [5.2639, -1.4393, -2.2529], [-0.3393, 7.1718, -0.5886], [4.5351, -2.5852, -4.3134], [-4.6599, 1.7976, -2.0745], [-3.6841, -3.7779, 1.3747], [-1.2062, -0.4608, -7.2993], [-2.1752, -1.2001, 3.3198], [3.2912, 1.9954, 5.5822], [3.7113, 0.0765, -1.0953], [2.4721, -6.0659, 3.4546], [-3.6057, -0.9553, 2.3109], [-5.6568, 1.7517, -0.5983], [0.2134, 0.6012, -7.3222]],
  "lowdin_charge": [0.963, 0.867, 0.994, -0.308, -0.129, -0.144, -0.161, -0.107, -0.157, -0.368, -0.127, -0.058, -0.056, -0.042, -0.027, -0.204, -0.086, -0.139, -0.704, -0.049, -0.216, -0.119, -0.269, -0.083, -0.162, -0.140, -0.151, -0.213, -0.073, -0.145, -0.284, 0.035, -0.016, -0.043, -0.046, -0.039, -0.380, 0.105, 0.082, 0.117, 0.053, 0.078, 0.081, 0.050, 0.148, 0.037, 0.133, 0.086, 0.018, 0.030, 0.074, 0.077, 0.075, 0.118, 0.082, 0.128, 0.098, 0.065, 0.076, 0.082, 0.118, 0.079, 0.077, 0.076, 0.068, 0.114, 0.032, 0.113, 0.077, 0.072, 0.084, 0.063, 0.080, 0.131, 0.078, 0.074, 0.081, 0.080],
  "homo_lumo_gap_ev": 6.9,
  "lumo_energy_ha": -0.1470,
  "e_tot_ev": -191804.4803,
  "total_charge": 1
}

---

Entry 2:
{
  "formula": "C22H21Cl2FeN3S2",
  "method": "wB97M-V/def2-TZVPD",
  "elements": ["Fe", "Cl", "Cl", "S", "S", "N", "N", "N", "C", "C", "C", "C", "C", "C", "C", "C", "C", "C", "C", "C", "C", "C", "C", "C", "C", "C", "C", "C", "C", "C", "H", "H", "H", "H", "H", "H", "H", "H", "H", "H", "H", "H", "H", "H", "H", "H", "H", "H", "H", "H", "H"],
  "positions_angstrom": [[0.1334, -0.4372, 0.0332], [0.4352, -3.4574, -2.6154], [1.7281, -3.1497, 2.6412], [2.2726, 0.4976, 0.7991], [-2.1456, -0.9578, -0.7213], [0.2829, 1.4813, -1.3347], [0.6833, -2.1229, 0.0383], [-1.1264, 1.0654, 1.3593], [2.0121, -6.0853, -0.0535], [-3.1211, 0.0540, 0.3055], [1.5358, 2.2176, -1.2378], [-4.7776, 1.6148, 1.9771], [-4.5232, -0.0110, 0.2275], [3.6564, 2.6270, -0.2003], [-0.0280, 1.0881, -2.7167], [1.1022, -3.3671, 0.0114], [-0.8132, 2.2895, -0.7602], [-2.5725, 0.9281, 1.2543], [3.8812, 3.6939, -1.0465], [-5.3367, 0.7481, 1.0438], [-3.3991, 1.6971, 2.0671], [1.4969, -5.4865, -1.1978], [1.0677, -4.1786, -1.1623], [2.4821, 1.8573, -0.2677], [1.7654, 3.3002, -2.0808], [1.6350, -4.0429, 1.1496], [2.0797, -5.3460, 1.1222], [2.9309, 4.0420, -2.0004], [-0.7057, 2.3468, 0.7545], [-0.6570, 0.9650, 2.7485], [-0.7909, 3.3051, -1.1750], [0.3299, 2.5302, 1.0453], [-5.4043, 2.2158, 2.6234], [4.3962, 2.3523, 0.5409], [1.4301, -6.0339, -2.1290], [4.8029, 4.2580, -0.9646], [-1.3219, 3.1679, 1.1417], [-6.4135, 0.6645, 0.9547], [2.3553, -7.1107, -0.0778], [-4.9559, -0.6882, -0.4979], [0.8117, 0.5229, -3.1197], [-0.2214, 1.9510, -3.3643], [-0.9119, 0.4517, -2.7014], [-2.9569, 2.3763, 2.7863], [2.4759, -5.7823, 2.0299], [-1.7578, 1.8240, -1.0462], [1.0171, 3.5709, -2.8161], [3.0948, 4.8764, -2.6703], [-1.0133, 1.7931, 3.3720], [-1.0090, 0.0252, 3.1724], [0.4322, 0.9689, 2.7434]],
  "lowdin_charge": [0.485, 0.630, 0.629, 0.618, 0.617, -0.222, -0.137, -0.222, -0.133, -0.632, -0.286, -0.112, -0.131, -0.131, -0.085, -0.479, -0.166, -0.287, -0.114, -0.114, -0.053, -0.152, -0.608, -0.632, -0.053, -0.610, -0.152, -0.112, -0.166, -0.085, 0.126, 0.101, 0.089, 0.090, 0.090, 0.093, 0.125, 0.093, 0.085, 0.090, 0.101, 0.078, 0.036, 0.101, 0.090, 0.102, 0.101, 0.089, 0.078, 0.101, 0.035],
  "homo_lumo_gap_ev": [6.7, 6.6],
  "lumo_energy_ha": [0.1034, 0.1030],
  "e_tot_ev": -108730.1715,
  "total_charge": -1,
  "s_squared": 8.79,
  "spin_multiplicity": 6
}